(1)
A single C4H8OS2 molecule at a distorted geometry, computed with the ωB97M-V functional and the def2-TZVPD basis.

XYZ file:
```
15
Properties=species:S:1:pos:R:3:forces:R:3:lowdin_charge:R:1
C -0.4810 -0.0124 0.7386 -0.052 0.757 0.832 -0.303
C -1.9712 -0.2532 0.5379 0.369 1.076 1.563 -0.363
C 0.2867 -0.1924 -0.5390 -2.872 -2.357 -0.966 -0.167
C 1.4444 0.4999 -0.9267 2.856 -0.227 0.519 -0.146
O -1.9509 2.3835 0.8039 0.994 1.935 1.811 -0.596
S -1.6366 1.3125 -1.8149 1.453 -1.132 0.018 0.319
S -2.6086 1.4626 -0.0754 -1.125 -2.945 -1.110 0.439
H -0.4448 0.9452 1.3668 0.626 -0.624 -1.710 0.129
H 0.0057 -0.6803 1.4527 -0.325 -0.834 -0.009 0.131
H -2.1511 -1.1042 -0.0110 -0.377 -1.323 -2.719 0.045
H -2.5402 -0.6112 1.3901 0.149 1.024 1.088 0.082
H 0.2899 -1.2649 -1.0129 -0.907 1.961 0.975 0.157
H 2.4105 -0.0821 -0.8171 -0.973 0.180 0.668 0.129
H 1.4503 1.3660 -0.3596 0.743 2.044 0.874 0.071
H 1.5774 0.7290 -1.9366 -0.559 0.466 -1.835 0.072
```
Forces are in eV/Å.

Calculated values
Largest force on an atom   3.84 eV Å⁻¹
Energy relative to the best compared isomer or geometry (same formula, charge and spin)   3.603 eV
HOMO-LUMO gap (spin up / spin down)   7.32 / 7.32 eV
Total charge   0
E_tot   -1028.69064 Eh
Multiplicity   1

***

(2)
A single C4H8P4S molecule at a distorted geometry, computed with the ωB97M-V functional and the def2-TZVPD basis.

XYZ file:
```
17
Properties=species:S:1:pos:R:3:forces:R:3:lowdin_charge:R:1
C 0.5125 -1.9211 -1.5535 -1.321 1.815 1.057 -0.400
C 1.7410 -0.1207 -0.1612 2.849 1.274 -0.102 -0.563
C -0.6543 -0.3152 -0.3387 3.095 -0.761 -1.840 -0.541
C 0.4476 0.3426 0.1273 0.698 -0.391 -0.092 -0.755
P -1.6102 -2.7188 0.6121 -0.857 -0.656 -0.182 0.539
P 0.9204 3.3634 -0.3547 -0.367 0.786 -0.183 0.421
P -2.1779 -0.6140 0.3877 -0.315 0.143 0.947 0.567
P 0.3248 1.9124 1.2026 -0.264 -0.680 -0.157 0.576
S 2.0458 -1.3858 -1.2777 -2.241 0.226 0.293 0.892
H 0.1103 -2.6152 -2.3454 0.886 0.811 1.029 0.010
H 2.7197 0.4588 0.0933 -2.068 -1.123 -0.337 0.073
H -2.7164 -3.0164 1.4465 -0.198 -0.309 0.099 -0.178
H -0.8376 -2.5096 1.7519 0.434 0.299 0.256 -0.145
H 0.8591 4.5752 0.5593 -0.516 -1.311 -1.123 -0.127
H -0.3664 3.3616 -1.1042 0.922 0.446 1.064 -0.138
H -2.9842 -0.6881 -0.7259 -0.543 -0.380 -0.719 -0.120
H 1.6659 1.8909 1.6806 -0.192 -0.188 -0.009 -0.113
```
Forces are in eV/Å.

Calculated values
Largest force on an atom   3.68 eV Å⁻¹
Energy relative to the best compared isomer or geometry (same formula, charge and spin)   4.721 eV
HOMO-LUMO gap (spin up / spin down)   7.22 / 7.22 eV
Total charge   0
E_tot   -1920.56233 Eh
Multiplicity   1